(1)
Cl8HfO32 as an isolated structure at a distorted geometry, computed with the ωB97M-V functional and the def2-TZVPD basis.

Computed properties:
Energy in a.u.: -6134.9539
ΔE to the lowest compared entry with this formula, charge and spin in kJ/mol: 129.4
Total charge: -4
HOMO in Ha: 0.0388
HOMO-LUMO gap in eV: 7.35

```
41
Properties=species:S:1:pos:R:3:nbo_charge:R:1
O -21.8029 -8.2333 1.5537 -0.8600
Cl -20.6271 -0.6020 -2.2899 2.3901
Cl -20.1892 -3.9979 -4.9839 2.4629
O -20.6196 -5.3602 -5.2187 -0.7888
O -18.5753 -3.3711 -1.5625 -0.8616
O -19.6264 -2.7104 2.7810 -0.8428
O -23.7698 -5.9450 -1.1390 -0.6903
O -19.5107 -7.8987 -4.0804 -0.7729
Cl -18.4120 -6.0140 1.3028 2.4121
O -19.9402 -3.0695 0.4544 -0.8496
Cl -20.2710 -2.1377 1.5269 2.4686
Hf -20.0889 -4.6664 -1.5591 2.3730
O -21.1432 -2.9549 -5.3679 -0.7560
O -17.7653 -1.0137 -0.8858 -0.7176
O -17.3449 -2.8150 0.6505 -0.7499
O -20.4694 -9.2436 -0.1332 -0.8287
O -22.6810 -8.5792 -0.6052 -0.8540
O -18.9662 -3.7393 -5.8462 -0.8011
O -16.1078 -2.7806 -1.3614 -0.7864
O -17.1600 -7.4654 -3.5085 -0.7704
O -23.6528 -3.7624 -2.4427 -0.7004
O -18.4162 -5.0265 2.4799 -0.7346
O -18.6581 -8.6052 -1.8782 -0.7374
Cl -21.4933 -8.2286 0.0931 2.5005
Cl -18.5838 -7.4839 -2.9171 2.3653
O -21.7899 -5.3070 -2.6944 -0.8145
O -19.6749 -0.8590 -3.4288 -0.8386
O -19.9863 0.2772 -1.1655 -0.7586
Cl -17.4489 -2.5218 -0.8477 2.3775
O -16.9918 -6.4052 0.8031 -0.8088
O -19.5941 -0.8326 1.1462 -0.8273
O -19.8733 -4.0467 -3.4633 -0.8745
Cl -22.8748 -4.8097 -1.7603 2.3978
O -21.9111 -4.3257 -0.7352 -0.8028
O -20.7145 -1.9746 -1.6729 -0.8809
O -20.9636 -6.8456 -0.3254 -0.8699
O -19.1030 -5.3890 0.1167 -0.8769
O -19.0991 -7.2486 1.7083 -0.7673
O -21.9710 -0.2625 -2.7676 -0.8313
O -21.6870 -1.8683 1.7388 -0.8455
O -19.0388 -6.2294 -2.2305 -0.8485
```

=====

(2)
A 2-piece molecular cluster, C4H4Cl2O2 overall at a distorted geometry, computed with the ωB97M-V functional and the def2-TZVPD basis.

Computed properties:
Energy in a.u.: -1225.5076
ΔE to the lowest compared entry with this formula, charge and spin in kJ/mol: 437.1
HOMO in Ha: -0.3451
HOMO-LUMO gap in eV: 9.67

```
12
Properties=species:S:1:pos:R:3:nbo_charge:R:1
C -0.1014 0.1582 0.0675 -0.2239
C 1.9485 0.4710 -0.2064 0.7414
H -2.7343 -0.5491 1.7180 0.2314
O 2.3987 1.2912 0.6996 -0.6211
C -1.1767 -0.3079 0.3381 -0.1493
C -2.5472 -0.8292 0.5486 -0.4902
Cl 2.4642 -1.3022 0.2125 -0.0880
H 2.5166 2.0375 0.0936 0.4994
H 1.4496 0.2606 -2.0808 0.5492
Cl -3.6714 -0.1471 -0.5347 0.0133
H -2.4949 -1.8850 0.5814 0.2338
O 1.9484 0.8020 -1.4373 -0.6959
```

=====

(3)
C17H15BClF5N2O6SeV as an isolated structure at a distorted geometry, computed with the ωB97M-V functional and the def2-TZVPD basis.

Computed properties:
Energy in a.u.: -5547.7094
Multiplicity: 4
Total charge: -2
⟨S²⟩: 3.786
HOMO (alpha / beta) in Ha: -0.0032 / -0.0546
HOMO-LUMO gap (alpha / beta) in eV: 4.51 / 5.90

```
49
Properties=species:S:1:pos:R:3:nbo_charge:R:1
O 0.9548 -6.2017 3.5589 -0.7067
H -1.7905 -5.6450 -1.2561 0.4058
F 2.0424 3.3382 -7.1192 -0.3246
B -0.3411 0.0597 1.0179 0.6740
H 2.0066 1.9087 1.2774 0.2165
O -0.1889 -7.9820 2.9033 -0.6677
N -0.5958 -4.4995 -0.0822 -0.3266
C 0.0464 -4.7566 1.0721 0.0242
H 1.2321 -5.2479 3.2402 0.5094
C 0.4338 3.7838 -5.4433 0.1974
C -0.2157 -6.1122 1.4803 -0.2876
H 1.6143 3.6374 1.4395 0.1856
C 0.0755 2.1553 -3.7068 0.2723
C -0.0976 2.3418 1.0485 0.2561
O -0.3518 0.4176 2.3645 -0.7363
C 0.4523 2.3295 3.6028 -0.6208
C 1.0872 1.2999 -4.1980 -0.2794
N -1.2288 -5.6278 -0.4161 -0.3227
C -1.9203 2.1404 2.8674 -0.6280
H -0.8010 4.3803 1.1207 0.1871
H -2.0973 3.2116 2.9447 0.1928
C 0.8108 -3.6902 1.6870 0.6135
H -0.6694 3.6824 -0.5070 0.2296
H 0.0912 1.9321 4.5481 0.2057
H 0.4456 3.4177 3.6511 0.1931
H 1.4665 1.9728 3.4588 0.2202
C 1.3958 2.9432 -5.9910 0.2469
F -0.6011 1.8030 -2.6071 -0.2941
C 0.1863 -6.8357 2.6892 0.7781
C 1.6977 1.7366 -5.3932 0.2774
H -1.4752 -7.5831 0.3829 0.2160
C -1.0370 -6.6096 0.4811 0.0020
C 1.3838 2.7182 0.9051 -0.6340
O 0.6471 -2.5535 1.1158 -0.6046
O 1.5592 -3.8893 2.6941 -0.7334
C -0.2327 3.3641 -4.2954 0.2916
Se 1.5896 -0.2321 -3.2989 -0.4052
F 2.6402 0.9742 -5.9857 -0.3150
H 1.5996 2.8496 -0.1538 0.2306
C -0.4640 1.8324 2.4847 0.2317
H -2.0061 3.2129 0.5129 0.2137
H -2.1319 1.6696 3.8241 0.2056
H -2.5877 1.7091 2.1263 0.2209
F -1.1864 4.1676 -3.7656 -0.3284
Cl -1.9817 -1.4569 -1.1505 -0.4865
V -0.3606 -1.7348 0.1038 0.8765
F 0.1653 4.9929 -6.0035 -0.3237
O -0.3039 1.1896 0.2489 -0.7204
C -0.9581 3.4858 0.5211 -0.6285
```

=====

(4)
A 2-piece molecular cluster, C3H6NO3 overall at a distorted geometry, computed with the ωB97M-V functional and the def2-TZVPD basis.

Computed properties:
Energy in a.u.: -398.2805
Multiplicity: 2
ΔE to the lowest compared entry with this formula, charge and spin in kJ/mol: 137.0
⟨S²⟩: 0.760
HOMO (alpha / beta) in Ha: -0.3302 / -0.3288
HOMO-LUMO gap (alpha / beta) in eV: 9.51 / 4.67

```
13
Properties=species:S:1:pos:R:3:nbo_charge:R:1
O -0.6449 0.7639 1.6080 -0.4607
H 1.2737 -2.2972 -1.6322 0.2033
H -1.9705 -0.6453 -0.2077 0.4838
C 0.2449 1.4178 0.9676 0.8321
O -1.8828 -1.3315 -0.9323 -0.7104
H -0.1015 -3.3852 -1.0657 0.2126
H 0.6093 2.5896 2.6593 0.4080
N 0.6950 2.6064 1.6428 -0.8615
C 0.2147 -2.3785 -1.4113 -0.4943
H 1.5792 2.9979 1.2995 0.3963
H -0.2069 -0.2098 -1.4255 0.1878
O 0.7312 1.1380 -0.1851 -0.3276
C -0.5415 -1.2662 -1.3175 0.1305
```

=====

Q: energy of number 1 (Cl8HfO32)?
A: -6134.9539 a.u.